[1]
C4H14N2O | wB97M-V/def2-TZVPD

Cartesian coordinates (Å):
C  -1.490  -0.878  1.710
N  -0.460  -0.535  0.741
C  0.835  -0.717  1.352
C  -0.580  0.866  0.285
C  -1.771  1.065  -0.687
N  -1.477  2.218  -1.548
H  -1.319  -1.913  1.981
H  -1.391  -0.329  2.665
H  -2.503  -0.801  1.344
H  1.626  -0.619  0.598
H  0.931  -1.791  1.538
H  1.029  -0.120  2.243
H  -0.824  1.497  1.129
H  0.335  0.979  -0.293
H  -1.859  0.178  -1.295
H  -2.635  1.307  -0.074
H  -0.495  2.410  -1.690
H  -1.911  2.144  -2.449
O  4.136  -1.668  -1.503
H  3.638  -1.035  -2.023
H  4.002  -2.570  -1.783

Values from the calculation:
Strongest force on any atom (eV Å⁻¹): 2.31
Energy (hartree): -345.5040
Orbital gap (Ha): 0.34792
SMILES: CN(C)CCN.O
Charge: 0
HOMO (eV): -8.681
Energy relative to the best compared isomer or geometry (same formula, charge and spin) (kJ/mol): 189.4

[2]
C3H5ClFN | wB97M-V/def2-TZVPD

Cartesian coordinates (Å):
N  1.585  0.111  -0.696
C  0.702  -0.200  0.337
C  -0.627  0.425  0.100
F  -0.740  1.795  0.107
C  -1.748  -0.353  0.025
Cl  -3.366  0.209  -0.255
H  1.692  1.052  -0.971
H  2.496  -0.225  -0.511
H  0.572  -1.302  0.299
H  1.120  -0.060  1.350
H  -1.686  -1.452  0.214

Values from the calculation:
Strongest force on any atom (eV Å⁻¹): 3.10
Energy (hartree): -732.0804
Orbital gap (Ha): 0.37270
SMILES: NC/C(F)=C/Cl
Charge: 0
HOMO (eV): -9.333
Energy relative to the best compared isomer or geometry (same formula, charge and spin) (kJ/mol): 19.9

[3]
C20H38Br2NO7S | wB97M-V/def2-TZVPD

Cartesian coordinates (Å):
C  2.886  -2.313  0.529
C  1.736  -1.352  1.076
Br  1.584  -1.290  3.061
C  0.911  -0.582  0.268
Br  1.110  -0.700  -1.707
C  -0.223  0.393  0.818
C  0.239  1.863  0.429
O  -0.720  2.905  0.700
C  -1.929  2.413  1.300
C  -2.583  1.155  0.572
N  -1.527  0.141  0.114
S  -2.224  -1.451  0.379
C  -2.476  -1.860  2.170
O  -3.606  -1.393  -0.226
O  -1.508  -2.555  -0.336
H  2.683  -2.694  -0.512
H  3.875  -1.776  0.619
H  2.933  -3.226  1.213
H  -0.410  0.231  1.922
H  1.256  2.074  0.888
H  0.411  1.873  -0.705
H  -2.675  3.274  1.353
H  -1.688  2.166  2.392
H  -3.314  0.692  1.314
H  -3.178  1.465  -0.335
H  -1.413  0.322  -0.910
H  -3.485  -1.399  2.446
H  -1.699  -1.426  2.864
H  -2.619  -2.981  2.271
C  -1.414  3.478  -2.493
C  -0.649  2.863  -3.635
O  -0.057  1.805  -3.512
C  -0.645  3.610  -4.941
H  -1.335  2.838  -1.616
H  -0.997  4.457  -2.249
H  -2.469  3.574  -2.762
H  -0.194  4.595  -4.805
H  -1.666  3.711  -5.315
H  -0.057  3.054  -5.673
C  1.424  -2.893  -4.234
C  2.840  -3.251  -4.599
O  3.768  -2.965  -3.869
C  3.060  -3.976  -5.900
H  1.422  -2.376  -3.272
H  1.000  -2.230  -4.991
H  0.821  -3.800  -4.147
H  2.710  -3.361  -6.731
H  2.531  -4.931  -5.888
H  4.126  -4.168  -6.030
C  -4.579  6.465  4.223
C  -3.846  5.899  3.038
O  -3.262  4.832  3.106
C  -3.863  6.702  1.765
H  -4.482  5.782  5.068
H  -4.148  7.429  4.501
H  -5.638  6.580  3.985
H  -3.400  7.676  1.934
H  -4.890  6.828  1.418
H  -3.296  6.174  0.996
C  4.264  -5.559  4.515
C  4.952  -5.447  3.179
O  5.874  -4.677  3.007
C  4.449  -6.328  2.065
H  4.729  -4.867  5.220
H  3.209  -5.297  4.411
H  4.365  -6.574  4.902
H  3.402  -6.102  1.855
H  4.559  -7.378  2.344
H  5.036  -6.142  1.164

Values from the calculation:
Strongest force on any atom (eV Å⁻¹): 9.61
Energy (hartree): -6912.1109
Orbital gap (Ha): 0.28992
Charge: +1
HOMO (eV): -11.233

[4]
C10H17Cl6F3O2 | wB97M-V/def2-TZVPD

Cartesian coordinates (Å):
C  -1.181  0.416  2.164
C  -0.903  0.804  3.610
O  0.324  0.211  4.010
C  1.401  0.962  4.116
O  1.449  2.131  3.934
C  2.649  0.101  4.408
F  2.535  -0.505  5.585
F  2.772  -0.825  3.453
F  3.733  0.846  4.396
H  -0.314  0.624  1.535
H  -2.093  0.913  1.827
H  -1.351  -0.655  2.030
H  -1.702  0.401  4.235
H  -0.925  1.884  3.750
Cl  4.079  -3.543  -0.866
C  3.213  -2.276  -1.782
C  4.036  -1.003  -1.845
Cl  3.997  -0.132  -0.277
H  2.238  -2.128  -1.321
H  3.001  -2.669  -2.776
H  3.610  -0.389  -2.641
H  5.058  -1.232  -2.128
Cl  1.937  2.074  -3.450
C  0.937  2.064  -1.954
C  0.434  0.657  -1.682
Cl  -0.969  0.273  -2.713
H  0.099  2.741  -2.081
H  1.576  2.397  -1.140
H  0.084  0.635  -0.650
H  1.142  -0.133  -1.896
Cl  -6.838  0.574  -2.080
C  -5.772  -0.650  -2.816
C  -4.328  -0.589  -2.340
Cl  -4.195  -0.992  -0.614
H  -5.809  -0.514  -3.895
H  -6.212  -1.620  -2.594
H  -3.958  0.414  -2.544
H  -3.754  -1.267  -2.968

Values from the calculation:
Strongest force on any atom (eV Å⁻¹): 1.25
Energy (hartree): -3602.4852
Orbital gap (Ha): 0.41861
SMILES: CCOC(=O)C(F)(F)F.ClCCCl.ClCCCl.ClCCCl
Charge: 0
HOMO (eV): -10.933
Energy relative to the best compared isomer or geometry (same formula, charge and spin) (kJ/mol): 27.8

[5]
C3H7ClOS | wB97M-V/def2-TZVPD

Cartesian coordinates (Å):
C  -0.763  0.689  1.271
C  -0.912  -0.261  0.364
C  -1.228  0.160  -1.147
H  -0.478  0.348  2.268
H  -0.984  1.663  1.038
H  -1.109  -1.300  0.614
H  -1.148  -0.666  -1.951
H  -0.455  0.880  -1.320
H  -2.326  0.562  -1.307
O  2.276  -1.501  -0.038
S  2.691  -0.147  -0.783
Cl  3.059  1.164  0.757
H  1.378  -1.592  0.232

Values from the calculation:
Strongest force on any atom (eV Å⁻¹): 3.37
Energy (hartree): -1052.0439
Orbital gap (Ha): 0.34244
SMILES: C=CC.OSCl
Charge: 0
HOMO (eV): -8.989
Energy relative to the best compared isomer or geometry (same formula, charge and spin) (kJ/mol): 212.7

[6]
C14H33Hg3NO14 | wB97M-V/def2-TZVPD

Cartesian coordinates (Å):
Hg  -15.037  5.954  8.621
Hg  -19.749  4.583  10.622
Hg  -17.261  1.465  7.819
C  -16.289  3.316  11.008
O  -15.577  3.170  10.058
O  -16.519  4.526  11.273
O  -17.282  2.717  10.769
C  -18.265  5.009  7.070
O  -19.142  4.269  7.472
O  -17.220  4.591  6.677
O  -18.096  6.081  7.732
C  -23.394  2.836  2.414
C  -22.217  3.190  3.351
O  -22.593  3.020  4.657
O  -24.036  3.975  1.943
H  -23.981  1.967  2.713
H  -22.809  2.452  1.578
H  -21.985  4.241  3.182
H  -21.302  2.609  3.232
H  -21.791  2.869  5.163
H  -23.991  4.504  2.744
C  -22.103  1.381  11.645
C  -21.305  1.872  12.865
O  -21.189  3.327  13.066
O  -21.516  1.926  10.517
H  -23.117  1.781  11.619
H  -22.199  0.309  11.479
H  -20.357  1.348  12.748
H  -21.804  1.505  13.762
H  -21.265  3.521  14.003
H  -20.961  1.277  10.079
C  -16.771  10.568  9.272
C  -15.497  10.537  8.369
O  -14.912  9.249  8.334
O  -17.971  10.288  8.592
H  -16.881  11.613  9.563
H  -16.519  10.042  10.193
H  -14.698  11.221  8.655
H  -15.769  10.830  7.355
H  -14.100  9.408  7.847
H  -17.984  9.344  8.422
C  -23.024  6.333  9.510
O  -22.585  6.381  10.922
C  -22.780  7.587  11.666
C  -21.473  8.355  11.458
N  -20.330  7.649  12.049
C  -20.337  7.626  13.541
C  -20.362  9.055  14.162
O  -19.374  9.709  13.410
C  -19.404  11.071  13.820
H  -23.100  5.287  9.214
H  -22.310  6.615  8.736
H  -23.924  6.820  9.134
H  -22.725  7.484  12.750
H  -23.669  8.145  11.372
H  -21.461  9.396  11.780
H  -21.249  8.241  10.398
H  -19.605  8.328  11.862
H  -19.410  7.250  13.972
H  -21.218  7.086  13.888
H  -20.015  9.023  15.195
H  -21.380  9.431  14.057
H  -20.428  11.391  14.013
H  -19.043  11.656  12.974
H  -18.744  11.387  14.628

Values from the calculation:
Strongest force on any atom (eV Å⁻¹): 8.84
Energy (hartree): -2120.2860
Orbital gap (Ha): 0.07443
Charge: +2
HOMO (eV): -13.176
Energy relative to the best compared isomer or geometry (same formula, charge and spin) (kJ/mol): 1227.1

[7]
C3H5N3O | wB97M-V/def2-TZVPD

Cartesian coordinates (Å):
N  1.337  -0.275  1.732
C  0.500  -0.180  0.624
N  -0.742  0.300  0.636
C  -1.121  0.291  -0.671
O  -2.341  0.717  -1.052
C  -0.131  -0.177  -1.504
N  0.902  -0.338  -0.682
H  0.868  0.089  2.553
H  2.213  0.227  1.592
H  -2.780  1.027  -0.242
H  -0.079  -0.337  -2.561
H  1.373  -1.344  -0.426

Values from the calculation:
Strongest force on any atom (eV Å⁻¹): 8.48
Energy (hartree): -356.7976
Orbital gap (Ha): 0.31733
SMILES: Nc1nc(O)c[nH]1
Charge: 0
HOMO (eV): -7.772
Energy relative to the best compared isomer or geometry (same formula, charge and spin) (kJ/mol): 156.9

[8]
C40H28Cl80F2N3O5PS | wB97M-V/def2-TZVPD

Cartesian coordinates (Å):
C  8.477  5.319  -0.765
C  7.185  4.501  -1.355
C  6.851  3.088  -0.568
F  7.381  3.007  0.810
C  5.216  2.745  -0.676
N  4.850  1.909  -1.879
C  3.382  1.647  -1.993
C  2.870  0.777  -3.315
C  1.288  0.444  -3.612
F  0.913  -0.301  -4.839
C  0.190  1.010  -2.523
O  -1.276  0.811  -2.655
C  -1.632  -0.617  -2.661
C  -1.739  -1.303  -1.168
C  -2.947  -0.640  -0.231
O  -0.450  -1.369  -0.444
C  0.709  1.854  -1.196
C  -0.414  2.374  -0.085
C  -1.431  3.494  -0.720
C  -0.948  5.051  -0.539
C  -1.295  5.702  0.944
N  -2.686  5.383  1.446
C  -2.688  4.387  2.584
C  -1.777  4.459  3.948
O  -3.565  3.351  2.478
C  2.318  2.215  -0.910
N  2.598  3.025  0.320
C  4.083  3.281  0.370
P  4.627  4.355  1.904
O  5.427  3.302  3.054
O  3.174  4.940  2.743
S  5.634  5.945  1.420
H  9.414  4.649  -0.559
H  8.262  5.949  0.198
H  8.783  6.105  -1.610
H  7.428  4.189  -2.480
H  6.204  5.175  -1.439
H  7.429  2.245  -1.186
H  3.690  0.391  -4.069
H  -2.695  -0.730  -3.160
H  -0.890  -1.288  -3.311
H  -2.069  -2.433  -1.343
H  -3.173  0.488  -0.549
H  -2.519  -0.571  0.875
H  -3.916  -1.291  -0.313
H  -0.611  -1.594  0.533
H  -1.082  1.414  0.147
H  0.054  2.694  0.940
H  -1.594  3.291  -1.871
H  -2.494  3.318  -0.204
H  0.194  5.228  -0.823
H  -1.564  5.686  -1.331
H  -1.261  6.881  0.783
H  -0.432  5.453  1.714
H  -3.156  6.252  1.827
H  -2.100  3.615  4.726
H  -1.831  5.541  4.438
H  -0.651  4.282  3.665
H  4.759  2.557  3.262
H  3.010  4.389  3.563
C  10.284  1.193  1.598
Cl  8.843  1.036  2.634
Cl  11.513  0.006  2.105
Cl  9.831  0.891  -0.099
Cl  10.949  2.839  1.751
C  6.684  -1.415  -0.456
Cl  7.127  -3.139  -0.543
Cl  7.465  -0.672  0.962
Cl  7.230  -0.586  -1.936
Cl  4.915  -1.263  -0.308
C  0.984  8.164  -1.721
Cl  2.118  6.962  -2.386
Cl  1.144  8.213  0.053
Cl  1.358  9.770  -2.395
Cl  -0.684  7.710  -2.154
C  3.084  5.044  6.659
Cl  2.667  3.419  6.059
Cl  1.703  6.141  6.411
Cl  3.467  4.955  8.397
Cl  4.500  5.660  5.770
C  -6.216  -1.763  1.934
Cl  -7.657  -1.920  2.971
Cl  -4.987  -2.949  2.441
Cl  -6.669  -2.065  0.238
Cl  -5.551  -0.117  2.088
C  -3.957  -7.074  1.494
Cl  -5.106  -8.405  1.780
Cl  -3.372  -6.447  3.055
Cl  -2.576  -7.676  0.542
Cl  -4.772  -5.768  0.597
C  9.243  -2.791  4.577
Cl  10.991  -2.803  4.228
Cl  8.816  -4.240  5.521
Cl  8.835  -1.331  5.513
Cl  8.332  -2.789  3.046
C  -5.157  -4.954  6.187
Cl  -5.148  -3.378  5.355
Cl  -6.329  -6.037  5.396
Cl  -3.531  -5.678  6.106
Cl  -5.619  -4.722  7.892
C  -9.957  -6.439  2.917
Cl  -11.179  -6.801  1.673
Cl  -10.617  -6.822  4.527
Cl  -8.500  -7.422  2.623
Cl  -9.531  -4.710  2.846
C  -11.679  -3.190  -0.562
Cl  -10.598  -2.146  0.396
Cl  -12.766  -4.083  0.532
Cl  -12.647  -2.185  -1.670
Cl  -10.705  -4.346  -1.506
C  1.134  11.505  2.856
Cl  1.193  9.992  3.794
Cl  2.729  12.298  2.907
Cl  0.707  11.140  1.165
Cl  -0.091  12.592  3.557
C  -6.066  -4.864  -3.092
Cl  -7.264  -4.947  -1.776
Cl  -6.908  -4.840  -4.662
Cl  -5.093  -3.381  -2.918
Cl  -4.997  -6.288  -3.013
C  4.434  -4.552  -2.992
Cl  4.287  -4.775  -1.231
Cl  4.121  -2.846  -3.402
Cl  6.080  -4.994  -3.511
Cl  3.250  -5.590  -3.824
C  1.434  -8.548  -1.516
Cl  0.236  -8.630  -0.200
Cl  0.592  -8.524  -3.086
Cl  2.407  -7.065  -1.342
Cl  2.503  -9.971  -1.437
C  -15.666  -5.051  -2.543
Cl  -15.657  -3.476  -3.375
Cl  -16.838  -6.135  -3.334
Cl  -14.040  -5.775  -2.624
Cl  -16.128  -4.820  -0.838
C  8.162  -7.535  3.162
Cl  9.579  -8.115  2.251
Cl  6.692  -8.327  2.541
Cl  8.364  -7.929  4.888
Cl  8.013  -5.770  2.969
C  11.762  -3.614  -0.341
Cl  11.771  -2.038  -1.174
Cl  10.589  -4.697  -1.133
Cl  13.388  -4.338  -0.423
Cl  11.299  -3.382  1.364
C  -0.238  5.459  -5.876
Cl  -0.180  3.945  -4.938
Cl  1.357  6.251  -5.825
Cl  -0.666  5.094  -7.566
Cl  -1.464  6.545  -5.174
C  -2.638  -3.631  -6.366
Cl  -2.097  -4.622  -7.744
Cl  -1.481  -3.801  -5.022
Cl  -2.727  -1.922  -6.861
Cl  -4.248  -4.180  -5.836
C  -11.938  0.849  -4.382
Cl  -10.364  0.428  -3.662
Cl  -12.591  2.298  -3.575
Cl  -11.727  1.182  -6.120
Cl  -13.071  -0.510  -4.171

Values from the calculation:
Strongest force on any atom (eV Å⁻¹): 8.39
Energy (hartree): -39835.2176
Orbital gap (Ha): 0.24751
Charge: 0
HOMO (eV): -8.489